1.
Computed, not measured: C16H30Br6O10S2 as an isolated structure in a non-equilibrium geometry, with the ωB97M-V functional and the def2-TZVPD basis.

Element x y z (Å)
O1 -2.34 1.78 -3.36
C1 -1.81 2.45 -2.48
O2 -0.56 2.90 -2.44
C2 -0.22 3.47 -1.27
C3 -1.41 3.35 -0.33
C4 -2.47 2.70 -1.18
H1 0.01 4.51 -1.51
H2 0.72 3.08 -0.90
H3 -1.82 4.29 0.02
H4 -1.13 3.04 0.67
H5 -3.33 3.36 -1.25
H6 -2.74 1.76 -0.70
O3 -3.80 1.25 1.73
C5 -3.46 0.30 2.44
O4 -3.12 0.47 3.74
C6 -2.97 -0.71 4.41
C7 -3.37 -1.87 3.45
C8 -3.35 -1.13 2.07
H7 -3.63 -0.62 5.27
H8 -1.93 -0.85 4.71
H9 -4.29 -2.34 3.79
H10 -2.58 -2.61 3.50
H11 -3.96 -1.54 1.27
H12 -2.37 -1.08 1.58
O5 0.06 4.66 4.98
S1 -0.47 3.31 5.17
O6 -1.76 3.10 5.97
O7 -0.54 2.60 3.70
C9 0.63 2.35 3.03
C10 0.97 0.78 2.90
C11 0.81 2.24 5.99
H13 1.51 2.76 3.54
H14 0.86 2.79 2.06
H15 0.32 0.40 2.12
H16 0.80 0.25 3.83
H17 1.99 0.65 2.52
H18 1.74 2.42 5.45
H19 0.45 1.23 6.17
H20 0.96 2.61 7.00
O8 1.98 -1.00 -3.16
S2 1.49 -0.59 -4.44
O9 1.88 0.60 -5.18
O10 1.84 -1.83 -5.49
C12 3.07 -1.73 -6.23
C13 3.56 -3.20 -6.30
C14 -0.37 -0.57 -4.46
H21 3.80 -1.06 -5.79
H22 2.94 -1.42 -7.26
H23 2.80 -3.90 -6.66
H24 3.92 -3.54 -5.33
H25 4.29 -3.31 -7.10
H26 -0.90 -0.28 -3.55
H27 -0.56 -1.63 -4.65
H28 -0.58 0.18 -5.22
C15 1.04 -1.48 -0.23
Br1 1.37 0.54 -0.42
Br2 -0.77 -1.89 -0.69
Br3 1.44 -2.37 1.57
H29 1.66 -1.95 -1.00
C16 2.56 -5.52 -1.26
Br4 2.71 -5.87 0.70
Br5 3.47 -6.96 -2.24
Br6 3.44 -3.73 -1.69
H30 1.52 -5.63 -1.58

The lowest unoccupied orbital energy (spin up / spin down) is 1.758 / 1.755 eV. As for the HOMO-LUMO gap (spin up / spin down): 3.57 / 7.83 eV. As for the charge: -1. Its HOMO energy (spin up / spin down) is -1.808 / -6.074 eV. Its spin multiplicity is 2.



2.
Computed, not measured: C16H30BrCl2IInMg2N4O20PS2 as an isolated structure in a non-equilibrium geometry, with the ωB97M-V functional and the def2-TZVPD basis.

Element x y z (Å)
C1 2.21 -3.34 -1.34
C2 2.25 -3.17 -2.88
O1 3.23 -3.58 -3.45
N1 1.21 -2.58 -3.57
C3 1.53 -1.35 -4.22
C4 2.89 -0.61 -4.12
O2 0.66 -0.86 -4.89
In1 -0.58 -2.53 -2.44
C5 -0.85 -0.66 -1.24
C6 -0.58 0.64 -2.01
O3 -1.38 1.14 -2.68
Br1 1.16 1.58 -1.89
P1 -2.59 -3.05 -3.96
O4 -3.21 -1.64 -4.59
I1 -4.22 -4.01 -2.27
H1 2.72 -4.34 -1.11
H2 2.79 -2.58 -0.78
H3 1.18 -3.40 -0.90
H4 3.14 -0.29 -3.08
H5 2.83 0.28 -4.78
H6 3.70 -1.26 -4.52
H7 -0.50 -3.91 -1.28
H8 -0.14 -0.67 -0.37
H9 -1.90 -0.62 -0.87
H10 -2.47 -1.10 -4.92
C7 1.70 4.62 2.39
C8 2.15 4.07 1.05
O5 2.41 2.68 1.30
S1 1.41 2.14 2.43
O6 0.31 1.49 1.79
O7 2.17 1.51 3.46
O8 0.90 3.57 2.97
H11 2.55 4.80 3.05
H12 1.11 5.53 2.29
H13 3.04 4.57 0.67
H14 1.35 4.14 0.30
Mg1 1.74 -5.18 0.40
Cl1 -4.65 -1.40 -2.31
Mg2 1.11 -2.35 1.86
C9 1.88 3.80 -6.27
C10 2.89 2.81 -5.84
N2 3.67 2.04 -5.50
H15 1.60 4.44 -5.43
H16 2.29 4.43 -7.06
H17 1.00 3.29 -6.64
C11 -4.66 1.09 4.42
C12 -3.20 0.69 4.57
C13 -2.46 0.61 3.23
C14 -3.09 -0.41 2.36
N3 -3.56 -1.22 1.72
H18 -5.22 0.35 3.85
H19 -5.14 1.16 5.40
H20 -4.76 2.05 3.92
H21 -3.14 -0.27 5.08
H22 -2.70 1.43 5.21
H23 -1.42 0.34 3.39
H24 -2.49 1.58 2.72
O9 1.02 5.78 -7.93
Cl2 0.36 6.91 -7.29
O10 0.96 8.14 -7.73
O11 0.50 6.78 -5.85
O12 -1.04 6.89 -7.63
O13 -4.40 -5.02 1.14
H25 -3.92 -4.21 1.35
H26 -5.32 -4.77 1.22
C15 0.72 -0.99 7.77
C16 1.77 -1.86 7.11
O14 2.25 -1.09 6.01
S2 2.19 0.48 6.39
O15 3.48 0.89 6.83
O16 1.49 1.16 5.36
O17 1.24 0.34 7.69
H27 -0.22 -1.02 7.22
H28 0.55 -1.26 8.81
H29 1.37 -2.81 6.77
H30 2.61 -2.05 7.79
N4 -1.87 -7.21 -1.91
O18 -1.54 -7.64 -0.80
O19 -1.20 -6.28 -2.44
O20 -2.86 -7.66 -2.50

The lowest unoccupied orbital energy is -5.899 eV. As for the HOMO-LUMO gap: 1.45 eV. As for the charge: 0. Its HOMO energy is -7.349 eV. Its spin multiplicity is 1.



3.
Computed, not measured: C16H30CaNOP as an isolated structure in a non-equilibrium geometry, with the ωB97M-V functional and the def2-TZVPD basis.

Element x y z (Å)
C1 -2.26 0.28 -3.36
C2 -2.00 -0.78 -2.50
C3 -1.29 -0.59 -1.29
C4 -0.88 0.69 -0.98
C5 -1.07 1.74 -1.86
C6 -1.80 1.56 -3.05
C7 -1.02 -1.78 -0.42
C8 0.00 -2.77 -1.06
N1 1.34 -2.24 -1.20
Ca1 -0.90 1.33 1.52
C9 -0.43 3.07 -1.53
P1 0.83 2.71 -0.22
H1 -2.34 -1.80 -2.75
H2 -1.95 2.42 -3.71
H3 -2.80 0.11 -4.30
H4 -1.15 3.82 -1.15
H5 0.08 3.52 -2.40
H6 -0.65 -1.49 0.59
H7 -1.95 -2.36 -0.25
H8 0.07 -3.66 -0.41
C10 1.51 4.37 0.07
C11 2.12 2.01 -1.30
H9 -0.37 -3.07 -2.06
C12 1.80 -1.79 -2.48
C13 2.35 -2.72 -0.29
H10 1.42 1.24 2.59
H11 2.18 -2.63 -3.10
H12 0.99 -1.29 -3.03
H13 2.63 -1.09 -2.33
H14 2.76 -3.70 -0.61
H15 3.18 -2.00 -0.26
H16 1.92 -2.84 0.71
H17 2.35 2.70 -2.13
H18 3.03 1.84 -0.70
H19 1.81 1.04 -1.71
H20 1.65 4.89 -0.88
H21 0.83 4.93 0.72
H22 2.47 4.26 0.59
H23 1.41 0.67 2.12
C14 -0.33 -0.88 4.71
C15 -1.26 -1.19 3.55
C16 -2.73 -0.91 3.81
O1 -0.83 -0.46 2.42
H24 -0.29 0.20 4.90
H25 0.69 -1.21 4.46
H26 -0.64 -1.38 5.63
H27 -1.16 -2.26 3.32
H28 -2.89 0.15 4.06
H29 -3.32 -1.13 2.91
H30 -3.10 -1.52 4.63

The lowest unoccupied orbital energy is -0.740 eV. As for the HOMO-LUMO gap: 6.03 eV. As for the charge: 0. Its HOMO energy is -6.768 eV. Its spin multiplicity is 1.



4.
Computed, not measured: C16H30HgO16S3 as an isolated structure in a non-equilibrium geometry, with the ωB97M-V functional and the def2-TZVPD basis.

Element x y z (Å)
Hg1 -1.53 -0.30 -0.37
O1 -6.13 -3.99 -1.88
C1 -5.36 -3.25 -1.16
O2 -4.42 -2.76 -1.71
O3 -5.65 -3.20 0.11
H1 -5.71 -3.50 -2.60
O4 1.49 0.80 -5.58
C2 0.33 1.07 -5.04
O5 -0.10 0.51 -4.05
O6 -0.32 2.05 -5.52
H2 1.71 1.62 -6.04
O7 -5.86 3.54 -1.25
C3 -5.58 2.30 -1.00
O8 -6.02 1.76 0.02
O9 -4.63 1.83 -1.74
H3 -6.35 3.99 -0.56
C4 -1.21 0.11 3.95
O10 -2.29 -0.26 3.23
H4 -1.39 0.92 4.65
H5 -0.61 -0.64 4.47
H6 -0.46 0.58 3.31
C5 6.57 -0.74 0.11
C6 6.01 -1.71 -0.98
C7 4.92 -0.88 -1.75
S1 4.23 0.27 -0.50
O11 2.87 -0.01 -0.09
O12 4.42 1.65 -0.95
C8 5.32 -0.18 1.02
H7 7.24 0.03 -0.29
H8 7.32 -1.38 0.58
H9 5.43 -2.51 -0.52
H10 6.67 -2.31 -1.59
H11 4.18 -1.59 -2.13
H12 5.37 -0.22 -2.49
H13 4.73 -0.99 1.45
H14 5.33 0.61 1.76
C9 -1.89 -6.63 2.60
C10 -1.47 -7.59 1.51
C11 -0.76 -6.66 0.47
S2 0.19 -5.35 1.50
O13 -0.08 -4.01 0.98
O14 1.54 -5.91 1.69
C12 -0.74 -5.72 3.07
H15 -2.38 -7.09 3.46
H16 -2.57 -5.88 2.20
H17 -2.28 -8.13 1.02
H18 -0.80 -8.35 1.91
H19 -1.45 -6.18 -0.22
H20 0.03 -6.98 -0.22
H21 -0.96 -4.81 3.63
H22 -0.07 -6.30 3.71
C13 -0.73 7.82 0.64
C14 0.59 7.21 0.33
C15 0.53 6.64 -1.05
S3 -1.02 5.70 -0.93
O15 -0.65 4.43 -0.33
O16 -1.77 5.65 -2.25
C16 -1.83 6.81 0.25
H23 -0.70 8.75 0.07
H24 -0.60 7.95 1.72
H25 0.80 6.36 0.97
H26 1.51 7.80 0.34
H27 1.43 6.11 -1.34
H28 0.41 7.54 -1.66
H29 -2.10 6.28 1.17
H30 -2.72 7.32 -0.12

The lowest unoccupied orbital energy is 0.232 eV. As for the HOMO-LUMO gap: 2.25 eV. As for the charge: -2. Its HOMO energy is -2.021 eV. Its spin multiplicity is 1.



Number 3 is which compound? C16H30CaNOP



Which value of charge does entry 2 give? 0



charge of number 3 (C16H30CaNOP)? 0



Copy entry 1 word for word.
Computed, not measured: C16H30Br6O10S2 as an isolated structure in a non-equilibrium geometry, with the ωB97M-V functional and the def2-TZVPD basis.

Element x y z (Å)
O1 -2.34 1.78 -3.36
C1 -1.81 2.45 -2.48
O2 -0.56 2.90 -2.44
C2 -0.22 3.47 -1.27
C3 -1.41 3.35 -0.33
C4 -2.47 2.70 -1.18
H1 0.01 4.51 -1.51
H2 0.72 3.08 -0.90
H3 -1.82 4.29 0.02
H4 -1.13 3.04 0.67
H5 -3.33 3.36 -1.25
H6 -2.74 1.76 -0.70
O3 -3.80 1.25 1.73
C5 -3.46 0.30 2.44
O4 -3.12 0.47 3.74
C6 -2.97 -0.71 4.41
C7 -3.37 -1.87 3.45
C8 -3.35 -1.13 2.07
H7 -3.63 -0.62 5.27
H8 -1.93 -0.85 4.71
H9 -4.29 -2.34 3.79
H10 -2.58 -2.61 3.50
H11 -3.96 -1.54 1.27
H12 -2.37 -1.08 1.58
O5 0.06 4.66 4.98
S1 -0.47 3.31 5.17
O6 -1.76 3.10 5.97
O7 -0.54 2.60 3.70
C9 0.63 2.35 3.03
C10 0.97 0.78 2.90
C11 0.81 2.24 5.99
H13 1.51 2.76 3.54
H14 0.86 2.79 2.06
H15 0.32 0.40 2.12
H16 0.80 0.25 3.83
H17 1.99 0.65 2.52
H18 1.74 2.42 5.45
H19 0.45 1.23 6.17
H20 0.96 2.61 7.00
O8 1.98 -1.00 -3.16
S2 1.49 -0.59 -4.44
O9 1.88 0.60 -5.18
O10 1.84 -1.83 -5.49
C12 3.07 -1.73 -6.23
C13 3.56 -3.20 -6.30
C14 -0.37 -0.57 -4.46
H21 3.80 -1.06 -5.79
H22 2.94 -1.42 -7.26
H23 2.80 -3.90 -6.66
H24 3.92 -3.54 -5.33
H25 4.29 -3.31 -7.10
H26 -0.90 -0.28 -3.55
H27 -0.56 -1.63 -4.65
H28 -0.58 0.18 -5.22
C15 1.04 -1.48 -0.23
Br1 1.37 0.54 -0.42
Br2 -0.77 -1.89 -0.69
Br3 1.44 -2.37 1.57
H29 1.66 -1.95 -1.00
C16 2.56 -5.52 -1.26
Br4 2.71 -5.87 0.70
Br5 3.47 -6.96 -2.24
Br6 3.44 -3.73 -1.69
H30 1.52 -5.63 -1.58

The lowest unoccupied orbital energy (spin up / spin down) is 1.758 / 1.755 eV. As for the HOMO-LUMO gap (spin up / spin down): 3.57 / 7.83 eV. As for the charge: -1. Its HOMO energy (spin up / spin down) is -1.808 / -6.074 eV. Its spin multiplicity is 2.